C12H52O20S | the ωB97M-V functional and the def2-TZVPD basis

The geometry in XYZ format:
```
85
Properties=species:S:1:pos:R:3:forces:R:3:lowdin_charge:R:1
C -0.6206 2.7827 -2.2955 0.074 -0.421 -0.029 -0.141
C 0.4501 1.8364 -1.7563 0.169 0.373 -0.163 -0.521
S 2.1355 2.4275 -2.0574 0.260 -0.031 -0.086 0.948
C 3.1030 0.9943 -1.4179 -1.031 0.442 0.084 -0.343
C 2.9446 0.8702 0.0537 0.147 -0.240 0.557 -0.117
C 2.4117 -0.1219 0.7910 0.188 -0.262 0.060 -0.064
C 1.7994 -1.4359 0.4318 -0.478 0.601 -0.116 -0.097
C 0.4666 -1.1610 -0.3061 0.381 -0.987 0.653 -0.155
C -0.6998 -2.1343 -0.0546 -0.830 0.541 -0.332 -0.387
C -1.3116 -2.5082 -1.4102 0.962 0.061 0.271 -0.084
C -1.7726 -1.3704 0.7387 0.097 -0.423 0.129 -0.071
C 2.4608 0.3222 2.2175 -0.502 -0.601 0.276 -0.331
O 1.7282 0.0477 3.1422 1.539 0.278 -0.867 0.158
O 3.5075 1.2472 2.2800 -1.276 0.732 0.786 0.121
C 3.3637 1.9045 1.0582 0.413 0.931 -0.580 -0.327
O 3.5011 3.1021 0.9770 0.263 -1.443 0.113 0.131
H -1.0300 3.3922 -1.5041 0.057 0.464 0.045 0.044
H -1.4417 2.1684 -2.6369 -0.237 -0.066 -0.126 0.051
H -0.2990 3.3837 -3.1392 0.181 0.187 -0.018 0.072
H 0.3079 1.7542 -0.6858 -0.011 -0.329 0.181 0.059
H 0.3402 0.8765 -2.2410 0.062 -0.294 0.077 0.063
H 2.7048 0.1139 -1.9084 0.066 -0.290 -0.011 0.084
H 4.1372 1.1095 -1.7125 0.242 0.224 -0.082 0.065
H 1.6339 -2.0031 1.3379 -0.093 -0.091 0.187 0.097
H 2.4799 -2.0150 -0.1823 0.142 -0.091 -0.114 0.126
H 0.6906 -1.1454 -1.3649 -0.078 0.316 -0.250 0.099
H 0.1273 -0.1963 0.0338 -0.040 0.373 -0.295 0.083
H -0.4117 -3.0346 0.4841 0.307 -0.090 0.051 0.124
H -1.6681 -1.6111 -1.9002 -0.389 0.088 -0.062 0.062
H -2.0791 -3.2665 -1.3158 -0.087 0.145 -0.148 0.044
H -0.4940 -2.8670 -2.0367 -0.115 -0.374 -0.237 0.082
H -1.5582 -1.3168 1.8053 0.116 0.079 0.133 0.079
H -2.7605 -1.8073 0.6147 -0.115 -0.225 0.037 0.069
H -1.8419 -0.3670 0.3422 -0.175 0.252 -0.009 0.050
O 4.6139 4.2021 -1.4274 0.217 0.129 -0.178 -0.081
H 5.1435 4.9128 -1.0529 0.063 -0.010 0.010 0.052
H 4.0916 3.8737 -0.6824 -0.158 0.028 0.009 -0.019
O 5.8614 3.5899 2.6953 -0.017 0.008 0.021 -0.060
H 4.9470 3.5363 2.3920 0.014 0.067 -0.029 -0.009
H 5.7968 3.5327 3.6535 0.004 -0.044 0.050 0.031
O -2.8398 -1.4567 -3.9647 0.219 -0.026 0.257 -0.064
H -3.7524 -1.3484 -4.2417 -0.136 -0.125 0.017 0.008
H -2.3699 -1.6105 -4.7889 0.008 0.191 -0.134 0.026
O 6.3891 0.9706 -2.6066 0.001 0.032 0.106 -0.055
H 7.1747 0.6755 -3.0743 0.008 -0.056 -0.044 0.036
H 6.6541 1.7942 -2.1836 -0.084 0.080 -0.011 0.036
O 1.0091 0.4464 6.2648 0.203 -0.052 -0.034 -0.042
H 0.0894 0.5150 5.9951 -0.076 0.013 0.074 0.058
H 1.4940 0.3694 5.4349 -0.097 -0.029 -0.147 0.009
O 2.7568 5.3064 -3.7180 0.062 -0.025 0.032 -0.090
H 3.3851 4.8995 -3.1022 -0.070 -0.024 0.075 -0.024
H 3.1305 6.1677 -3.9198 0.023 0.034 -0.009 0.024
O -2.6826 -5.1687 -0.3782 -0.384 -0.267 0.184 -0.044
H -3.3457 -5.7948 -0.6908 0.111 -0.082 -0.132 0.052
H -2.1169 -5.6934 0.1979 0.055 0.039 0.027 0.058
O -3.7243 2.7857 -2.6548 -0.233 0.064 0.003 -0.049
H -3.8767 3.5497 -3.2187 0.062 0.039 -0.021 0.043
H -4.4222 2.8323 -1.9930 -0.014 -0.133 0.035 0.035
O 1.2086 -0.8460 8.8997 0.092 0.010 -0.023 -0.071
H 1.3216 -1.7928 8.7893 0.002 -0.055 0.029 0.026
H 1.3657 -0.4757 8.0194 -0.168 0.057 -0.026 -0.015
O -3.5112 1.4228 0.3494 -0.025 0.169 -0.120 -0.059
H -3.4726 1.5470 1.3017 -0.008 0.026 0.038 0.039
H -3.0442 2.1915 -0.0054 0.018 0.037 0.024 -0.003
O -5.0377 -3.1315 -4.2633 -0.247 -0.165 -0.123 -0.055
H -5.7049 -3.7606 -4.5531 -0.066 0.032 0.008 0.041
H -4.4453 -3.6400 -3.7016 0.173 0.155 0.033 0.038
O -2.9445 -0.2667 -6.6144 -0.041 -0.086 -0.181 -0.050
H -3.5019 -0.8204 -7.1699 0.001 0.015 -0.060 0.044
H -3.5586 0.3185 -6.1606 0.062 0.064 0.087 0.042
O -5.3475 -4.2161 1.1652 -0.150 0.005 0.080 -0.042
H -4.6314 -4.6284 0.6715 0.190 0.055 0.029 0.007
H -4.9940 -3.3622 1.4301 -0.001 0.056 -0.031 0.044
O 2.6542 -4.2648 1.5224 0.001 -0.064 0.081 -0.050
H 3.2621 -3.9238 2.1857 0.049 0.024 -0.003 0.042
H 2.3794 -5.1174 1.8722 -0.015 -0.052 -0.033 0.040
O 3.7655 1.9578 5.4299 0.078 -0.012 0.012 -0.045
H 3.3642 1.5933 6.2250 -0.051 0.069 0.051 0.027
H 3.5194 1.3548 4.7225 0.029 0.057 -0.116 -0.003
O -7.2819 -6.0806 2.5660 -0.047 0.046 -0.007 -0.071
H -7.2343 -5.9464 3.5153 -0.016 -0.022 0.056 0.026
H -6.8374 -5.3100 2.1884 0.159 -0.039 -0.111 -0.009
O -2.3953 4.4013 0.3818 -0.016 -0.030 0.084 -0.045
H -1.5895 4.7827 0.7442 0.073 -0.032 -0.035 0.049
H -3.0822 5.0351 0.6072 -0.068 0.005 -0.018 0.047
```
Positions in Å, forces in eV/Å.

Results
LUMO energy: -0.76 eV



C12H5IN2S | the ωB97M-V functional and the def2-TZVPD basis

The geometry in XYZ format:
```
21
Properties=species:S:1:pos:R:3:forces:R:3:lowdin_charge:R:1
N 4.7458 -2.2650 -0.7011 0.780 0.005 0.309 0.157
C 3.6165 -2.1385 -0.8177 -1.412 -0.428 -0.805 -0.182
C 2.1968 -2.0199 -1.1189 -0.801 1.683 0.749 -0.222
C 1.4230 -2.9747 -1.7756 -2.516 0.851 -0.781 -0.015
C 0.0126 -2.7130 -2.0669 2.135 0.971 2.474 -0.026
C -0.6234 -1.5636 -1.4854 -0.180 -0.657 -2.307 -0.017
C 0.1680 -0.5054 -0.9995 2.253 -2.825 0.876 -0.228
C -0.3942 0.6413 -0.4225 -1.830 3.314 1.929 0.028
C -0.9056 1.5737 0.2076 1.699 -2.850 -1.724 0.078
C -1.4000 2.4235 1.2293 -1.328 -1.638 0.907 -0.448
C -1.6084 3.7296 1.1810 0.178 2.424 0.132 -0.348
S -2.1514 4.2933 2.7266 -0.504 0.436 -0.084 0.938
C -2.3042 2.6803 3.3215 1.565 -1.604 -1.571 -0.944
I -2.7851 2.1715 5.5207 0.488 0.581 -2.727 0.638
N -1.8602 1.8243 2.3935 -0.628 0.272 2.820 -0.008
C 1.5768 -0.7967 -0.7328 -1.410 0.572 -1.444 0.048
H 1.8193 -3.8969 -2.1501 0.392 -0.242 0.011 0.104
H -0.5191 -3.4938 -2.5790 -0.347 0.017 -0.051 0.090
H -1.7330 -1.4204 -1.6475 1.447 -0.146 0.360 0.134
H -1.4191 4.3739 0.3166 -0.076 -0.073 0.666 0.095
H 2.1450 0.0763 -0.3999 0.096 -0.663 0.260 0.127
```
Positions in Å, forces in eV/Å.

Results
LUMO energy: -0.97 eV
Structure (SMILES): N#Cc1cccc(C#Cc2csc(I)n2)c1



C12H6BrCoO4 | the ωB97M-V functional and the def2-TZVPD basis

The geometry in XYZ format:
```
24
Properties=species:S:1:pos:R:3:forces:R:3:lowdin_charge:R:1
Co 1.0321 0.6907 -1.5538 0.394 0.152 -0.515 0.640
O 1.0682 2.5245 -5.1307 0.184 -0.087 0.259 0.189
C 1.2043 1.9020 -4.1353 -0.487 -0.228 -0.486 -0.479
O 0.8012 0.8786 -3.5691 0.045 0.031 0.029 -0.024
C 2.4783 2.7443 -2.9146 0.449 0.393 0.411 -0.479
O 2.9178 3.7478 -3.3582 -0.134 -0.297 -0.046 0.189
O 2.5316 2.0227 -1.9114 -0.034 -0.022 -0.047 -0.024
Br -0.7559 2.1447 -0.6912 -0.456 0.035 0.452 0.924
C -1.1825 0.8246 0.6650 -0.141 0.219 -0.004 -0.522
C -2.1998 1.1235 1.5203 0.118 0.169 -0.240 -0.125
C -2.5423 0.1941 2.5191 -0.012 -0.119 0.094 -0.073
C -1.8578 -0.9827 2.6170 -0.035 0.029 0.017 -0.028
C -0.8017 -1.2903 1.7272 0.005 0.158 -0.114 -0.165
C -0.0931 -2.5082 1.8282 0.056 -0.103 0.012 -0.036
C 0.9239 -2.7958 0.9654 -0.018 -0.040 0.046 -0.077
C 1.2809 -1.8759 -0.0420 -0.075 0.086 0.019 -0.117
C 0.6355 -0.6701 -0.2007 0.050 -0.098 0.014 -0.194
C -0.4307 -0.3697 0.7047 0.140 -0.286 0.052 -0.232
H -2.7311 2.0608 1.4279 -0.024 -0.021 0.039 0.102
H -3.3492 0.4261 3.2010 0.006 -0.013 0.003 0.108
H -2.1112 -1.7074 3.3816 -0.021 0.025 0.004 0.115
H -0.3766 -3.2070 2.6064 0.013 -0.003 -0.011 0.113
H 1.4628 -3.7313 1.0488 -0.018 -0.001 0.020 0.104
H 2.0953 -2.1461 -0.7054 -0.005 0.020 -0.009 0.091
```
Positions in Å, forces in eV/Å.

Results
LUMO energy (alpha / beta): 0.03 / -2.08 eV
Spin multiplicity: 5



C12H6N2O5SSn | the ωB97M-V functional and the def2-TZVPD basis

The geometry in XYZ format:
```
27
Properties=species:S:1:pos:R:3:forces:R:3:lowdin_charge:R:1
O -1.4683 0.9481 -5.2181 0.860 -0.452 3.314 0.029
C -1.1825 0.7989 -4.1150 -0.844 0.446 -3.248 -0.006
Sn 0.0271 0.1535 0.5283 0.575 -1.650 -0.843 1.184
O -3.4534 0.9484 1.0681 5.088 -0.264 -2.145 0.162
C -2.3732 0.9125 0.6366 -6.575 0.843 2.442 -0.037
C 2.1271 -0.7121 -0.9237 4.736 -1.412 -0.278 -0.029
O 3.2352 -1.0267 -0.9543 -4.050 1.161 -0.015 0.140
C 0.8437 2.4765 0.0191 4.263 6.399 0.460 -0.032
O 1.5735 3.3878 0.1029 -3.761 -4.829 -0.554 0.157
C -0.9479 -2.2210 -0.3310 -0.985 -2.713 0.577 -0.043
O -1.3352 -3.2527 -0.0612 0.714 2.024 -0.665 0.153
N -0.1700 1.6497 3.2931 0.265 -0.309 0.460 0.120
C 0.4641 0.4654 3.5450 0.282 -0.860 -0.612 -0.606
N 0.6792 -0.3914 2.5284 0.126 0.241 1.081 -0.162
C 1.3510 -1.5965 2.9240 -0.304 0.314 -0.576 -0.283
C 1.6948 -2.6598 2.0456 0.045 0.193 0.511 -0.025
C 2.3578 -3.7679 2.6291 -0.459 0.647 -0.561 -0.032
C 2.6349 -3.7774 4.0079 -0.166 0.183 -0.451 -0.029
C 2.2701 -2.7071 4.8218 0.036 -0.004 0.211 -0.050
C 1.6241 -1.5988 4.3038 -0.001 -0.625 -1.654 -0.452
S 1.0738 -0.1425 5.1058 -0.585 0.668 -1.256 1.182
H -0.3209 2.2819 4.0820 -0.103 -0.064 -0.710 0.141
H -0.4779 1.9350 2.3367 0.416 -0.153 1.831 0.056
H 1.4547 -2.6185 0.9345 0.384 -0.139 1.616 0.084
H 2.6445 -4.6156 1.9858 -0.142 0.508 0.502 0.130
H 3.1446 -4.6401 4.4309 -0.128 0.250 0.011 0.129
H 2.4658 -2.6883 5.8708 0.314 -0.406 0.552 0.119
```
Positions in Å, forces in eV/Å.

Results
Net charge: +2
LUMO energy: -8.59 eV



no.,E (Ha)
1,-2391.39122
2,-1265.55340
3,-4718.60385
4,-1558.39637